Arrangement 1

Computed, not measured: a 12-piece molecular cluster, H24O12 overall, with ωB97M-V with the def2-TZVPD basis set.

```
! wB97M-V def2-TZVPD RIJCOSX def2/J DEFGRID3
* xyz 0 1
O -1.797 -2.187 2.044
H -1.943 -3.084 1.766
H -1.142 -1.538 1.823
O -1.260 -3.193 -1.649
H -2.194 -3.220 -1.865
H -0.975 -2.589 -2.352
O 3.845 0.431 0.613
H 3.702 -0.478 0.852
H 3.625 1.134 1.222
O -0.664 1.965 4.325
H -0.377 1.202 4.835
H -1.257 1.559 3.703
O 1.850 1.667 -1.979
H 1.216 2.134 -2.550
H 2.081 2.291 -1.286
O -2.262 1.162 -1.322
H -3.123 1.519 -1.061
H -1.863 1.306 -0.454
O 0.929 -1.030 -2.269
H 1.170 -1.585 -1.525
H 1.369 -0.172 -2.151
O 0.091 -1.601 3.552
H -0.407 -2.359 3.861
H -0.267 -0.790 3.901
O 0.408 -0.297 -4.687
H 0.578 -1.199 -4.503
H 0.341 0.133 -3.852
O -0.372 2.300 -3.676
H 0.109 2.279 -4.499
H -1.197 1.845 -3.540
O 3.011 -1.850 2.821
H 2.919 -1.267 2.075
H 2.317 -2.450 3.080
O -3.007 2.421 1.282
H -2.392 3.166 1.221
H -3.066 2.373 2.245
*
```

LUMO level = -0.0112 hartree
SMILES = O.O.O.O.O.O.O.O.O.O.O.O
highest occupied orbital energy = -10.74 eV

Arrangement 2

Computed, not measured: a 12-piece molecular cluster, H24O12 overall, with ωB97M-V with the def2-TZVPD basis set.

```
! wB97M-V def2-TZVPD RIJCOSX def2/J DEFGRID3
* xyz 0 1
O 1.499 -0.065 2.843
H 1.153 0.174 1.984
H 2.359 -0.442 2.659
O -2.273 -0.603 0.378
H -3.021 -0.174 -0.037
H -2.491 -1.535 0.361
O 1.695 2.929 0.586
H 2.579 2.570 0.660
H 1.175 2.213 0.221
O 2.700 0.776 -1.615
H 1.864 0.572 -2.034
H 3.205 -0.034 -1.680
O 1.207 -2.821 -1.742
H 0.914 -1.957 -2.031
H 1.773 -3.132 -2.448
O 0.283 -0.487 -2.642
H -0.616 -0.585 -2.331
H 0.202 -0.418 -3.593
O 2.600 -2.819 0.453
H 2.114 -2.902 -0.368
H 1.926 -2.680 1.118
O -2.816 2.582 -0.005
H -3.027 2.979 0.840
H -3.666 2.358 -0.384
O 0.337 -2.927 2.082
H -0.405 -3.128 1.511
H 0.230 -1.999 2.295
O 0.201 0.595 0.395
H -0.721 0.560 0.142
H 0.535 -0.282 0.207
O -1.216 3.299 -1.959
H -0.895 2.613 -2.546
H -1.702 2.828 -1.282
O -2.387 0.943 2.835
H -2.831 0.195 3.235
H -2.485 0.805 1.893
*
```

LUMO level = -0.0393 hartree
SMILES = O.O.O.O.O.O.O.O.O.O.O.O
highest occupied orbital energy = -9.89 eV

Arrangement 3

Computed, not measured: a 12-piece molecular cluster, H24O12 overall, with ωB97M-V with the def2-TZVPD basis set.

```
! wB97M-V def2-TZVPD RIJCOSX def2/J DEFGRID3
* xyz 0 1
H 0.027 1.636 0.465
H 0.236 0.132 0.398
H -2.918 -2.297 -1.676
H -3.474 -3.443 -0.846
H -2.912 -0.553 -0.199
H -1.404 -0.493 -0.371
H 1.392 2.430 -2.459
H 2.810 2.789 -2.044
H -2.111 2.888 1.981
H -2.696 1.870 2.946
H -0.919 0.315 -3.329
H 0.366 0.116 -2.542
H -2.981 -1.072 1.836
H -3.549 -0.737 3.205
H -1.489 4.632 -1.265
H -1.606 3.345 -2.065
H 2.748 0.564 3.755
H 2.887 -0.888 3.330
H 5.667 -0.605 0.448
H 4.220 -0.138 0.440
H -1.087 -2.922 -0.023
H 0.287 -2.423 -0.441
H 3.718 -2.327 -0.058
H 3.044 -2.813 -1.330
O 0.021 0.843 1.012
O -3.154 -3.230 -1.730
O -2.229 -0.282 -0.822
O 1.891 2.875 -1.764
O -2.935 2.444 2.210
O -0.578 0.276 -2.429
O -3.579 -1.407 2.513
O -1.100 3.755 -1.355
O 3.131 -0.276 4.033
O 5.035 -0.096 -0.073
O -0.625 -2.484 -0.747
O 3.865 -2.428 -1.005
*
```

LUMO level = -0.0225 hartree
SMILES = O.O.O.O.O.O.O.O.O.O.O.O
highest occupied orbital energy = -11.04 eV

Least stable structure: arrangement 1

Arrangement 1

Computed, not measured: one molecule with the formula C3H5NO2S2, with ωB97M-V with the def2-TZVPD basis set.

```
! wB97M-V def2-TZVPD RIJCOSX def2/J DEFGRID3
* xyz 0 1
C -2.163 1.014 0.270
C 0.592 -1.348 0.435
C 2.176 0.804 -0.246
H -2.886 1.349 0.979
H -2.683 -0.999 0.746
H 1.370 -1.900 -0.159
H 0.250 -2.003 1.261
H 2.517 1.819 -0.006
N -2.036 -0.366 0.231
O -1.536 1.754 -0.454
O 2.282 0.311 -1.337
S -0.849 -1.093 -0.699
S 1.230 0.152 1.145
*
```

LUMO level = 0.0146 hartree
SMILES = O=CNSCSC=O
highest occupied orbital energy = -9.25 eV

Arrangement 2

Computed, not measured: a 3-piece molecular cluster, C3H5NO2S2 overall, with ωB97M-V with the def2-TZVPD basis set.

```
! wB97M-V def2-TZVPD RIJCOSX def2/J DEFGRID3
* xyz 0 1
C 1.863 -1.145 -0.109
C 0.564 1.027 0.134
C -0.566 0.243 0.031
H 2.045 -1.295 1.401
H 0.963 -1.987 -0.601
H 2.789 -1.625 -0.746
H -1.510 1.954 -0.551
H -2.771 -0.577 -0.282
N -1.590 0.897 -0.379
O 1.742 0.505 -0.272
O -2.986 0.714 -0.121
S 0.368 2.542 0.667
S -0.910 -1.252 0.828
*
```

LUMO level = -0.0478 hartree
highest occupied orbital energy = -8.85 eV

Least stable structure: arrangement 2

Arrangement 1

Computed, not measured: C3H5NO2S2 as an isolated structure, with ωB97M-V with the def2-TZVPD basis set.

```
! wB97M-V def2-TZVPD RIJCOSX def2/J DEFGRID3
* xyz 0 1
C -0.005 -0.274 1.364
C 1.134 -0.280 -1.427
C -0.094 0.847 0.516
N -1.121 0.961 -0.374
O -1.273 2.052 -0.911
O -2.019 0.109 -0.408
S 1.222 -0.427 2.406
S -1.278 -1.432 1.115
H 0.330 -0.160 -2.044
H 1.233 -1.120 -0.776
H 1.894 0.235 -1.849
H 0.522 1.785 0.458
H -0.545 -2.298 1.930
*
```

LUMO level (alpha / beta) = -0.1017 / -0.1016 hartree
highest occupied orbital energy (alpha / beta) = -8.93 / -8.93 eV

Arrangement 2

Computed, not measured: one molecule with the formula C3H5NO2S2, with ωB97M-V with the def2-TZVPD basis set.

```
! wB97M-V def2-TZVPD RIJCOSX def2/J DEFGRID3
* xyz 0 1
C 0.441 -2.658 -1.213
C 0.262 -0.065 0.030
C -1.120 2.529 1.096
H 0.257 -3.214 -0.347
H -0.567 -2.176 -1.385
H 0.788 -3.317 -2.030
H 1.654 1.531 0.810
H -1.787 2.612 2.055
N 0.773 1.364 0.408
O -0.767 -0.555 0.393
O -0.217 1.670 1.498
S 1.503 -1.109 -0.973
S -1.221 3.389 -0.341
*
```

LUMO level = 0.0131 hartree
SMILES = CSC(=O)NOC=S
highest occupied orbital energy = -8.81 eV

Arrangement 3

Computed, not measured: one molecule with the formula C3H5NO2S2, with ωB97M-V with the def2-TZVPD basis set.

```
! wB97M-V def2-TZVPD RIJCOSX def2/J DEFGRID3
* xyz 0 1
C 0.117 1.503 0.023
C -1.353 -0.961 -0.184
C -0.294 -1.912 -0.774
H 1.704 2.327 1.257
H 1.133 -0.263 0.489
H -2.427 -1.151 -0.515
H -1.289 -0.952 0.928
H -0.673 -2.750 -1.472
N 1.014 0.739 0.665
O 2.109 1.373 1.143
O 0.936 -1.798 -0.560
S 0.149 3.191 -0.131
S -1.128 0.656 -0.869
*
```

LUMO level = -0.0099 hartree
SMILES = O=CCSC(=S)NO
highest occupied orbital energy = -8.81 eV

Least stable structure: arrangement 1